DFT (the ωB97M-V functional and the def2-TZVPD basis) results for a 14-piece molecular cluster, C54H86N10O18 overall at a distorted geometry.

Calculated values
spin multiplicity	1
lowest unoccupied orbital energy	-2.170	eV
gap between HOMO and LUMO	0.2562	Ha
highest occupied orbital energy	-0.336	hartree
calculated total energy	-109148.2508	eV

Geometry as XYZ:
```
168
Properties=species:S:1:pos:R:3:mulliken_charge:R:1
C -1.21 2.95 -0.01 -0.203
C -0.15 3.18 -1.09 0.776
O 0.89 3.76 -0.76 -0.821
N -0.52 2.74 -2.31 0.198
C 0.33 2.75 -3.50 -0.607
H -2.16 3.40 -0.26 -0.098
H -0.86 3.20 0.94 0.557
H -1.36 1.89 -0.07 -0.368
H -1.44 2.24 -2.27 0.017
H 0.67 1.73 -3.71 0.159
H 1.18 3.43 -3.36 -0.011
H -0.19 3.21 -4.37 0.398
C -3.00 -4.77 -5.00 -1.045
C -3.10 -3.25 -5.20 0.710
O -4.20 -2.67 -5.33 -0.691
N -1.88 -2.65 -5.30 0.044
C -1.71 -1.25 -5.56 -0.918
H -2.99 -5.27 -5.98 0.289
H -4.00 -5.05 -4.63 0.350
H -2.20 -5.14 -4.39 0.260
H -1.02 -3.15 -5.01 0.326
H -2.48 -0.89 -6.24 0.433
H -0.69 -1.13 -5.94 0.301
H -1.78 -0.60 -4.70 0.130
C 5.56 2.08 3.75 -1.104
C 4.07 2.24 3.35 0.783
O 3.25 2.80 4.10 -0.767
N 3.65 1.71 2.19 0.388
C 2.27 1.84 1.74 0.082
H 5.70 1.06 4.03 0.167
H 5.71 2.76 4.61 0.351
H 6.24 2.35 2.92 0.363
H 4.27 1.20 1.62 0.355
H 2.01 2.83 1.40 0.599
H 1.57 1.57 2.57 -0.295
H 2.01 1.15 0.93 -0.598
C 0.48 1.01 5.60 -0.089
C 1.35 0.68 6.80 0.370
O 0.90 0.05 7.74 -0.703
N 2.64 1.04 6.69 -0.002
C 3.58 0.91 7.77 -1.128
H -0.42 1.52 5.98 0.221
H 0.15 0.00 5.12 -0.047
H 0.97 1.70 4.91 0.184
H 2.93 1.64 5.92 0.166
H 4.35 1.62 7.54 0.415
H 3.99 -0.08 7.96 0.282
H 3.11 1.13 8.74 0.323
C 2.37 -4.98 -4.42 -1.146
C 1.26 -4.44 -3.56 0.296
O 0.39 -3.61 -3.90 -0.602
N 1.23 -4.94 -2.34 0.046
C 0.36 -4.52 -1.26 -0.281
H 3.16 -4.50 -3.91 0.134
H 2.25 -4.51 -5.38 0.320
H 2.40 -6.07 -4.41 0.428
H 2.07 -5.46 -2.08 0.304
H 0.10 -5.36 -0.64 0.423
H -0.55 -4.09 -1.78 0.024
H 0.73 -3.65 -0.71 -0.135
C 3.69 4.86 -3.03 -1.271
C 3.90 3.42 -2.91 0.867
O 4.73 2.85 -3.65 -0.684
N 3.28 2.75 -1.98 0.438
C 3.57 1.37 -1.73 -0.725
H 4.63 5.34 -2.57 0.333
H 2.81 5.20 -2.52 0.267
H 3.63 5.10 -4.06 0.337
H 2.48 3.22 -1.53 0.206
H 3.84 0.95 -2.73 -0.035
H 2.61 0.96 -1.44 -0.104
H 4.41 1.24 -1.07 0.360
C -5.54 0.49 -1.66 -0.902
C -4.66 1.74 -1.72 0.377
O -3.45 1.63 -1.98 -0.560
N -5.23 2.97 -1.40 -0.064
C -4.50 4.23 -1.16 -0.852
H -6.03 0.44 -2.63 0.385
H -6.19 0.37 -0.82 0.350
H -4.88 -0.35 -1.55 0.089
H -6.19 2.83 -1.03 0.213
H -4.49 4.57 -0.12 0.111
H -5.12 4.97 -1.69 0.310
H -3.56 4.08 -1.63 0.489
C -3.90 6.27 4.98 -1.296
C -3.80 4.88 4.40 0.678
O -4.29 4.52 3.35 -0.564
N -3.22 4.00 5.21 -0.144
C -3.16 2.60 4.97 0.174
H -4.00 6.91 4.13 0.325
H -3.03 6.43 5.62 0.397
H -4.79 6.42 5.63 0.276
H -2.97 4.36 6.12 0.241
H -3.54 2.12 5.87 0.406
H -2.16 2.16 4.79 -0.132
H -3.87 2.36 4.18 -0.348
C 0.13 -0.78 -1.84 0.288
C 0.07 -1.02 -0.32 -0.293
O 1.08 -1.31 0.37 0.127
N -1.15 -0.82 0.26 0.506
C -1.37 -0.70 1.70 -1.026
H -0.49 0.07 -2.11 0.140
H -0.24 -1.71 -2.30 0.265
H 1.19 -0.61 -2.15 -0.555
H -1.94 -0.70 -0.37 -0.121
H -0.68 -0.03 2.18 0.312
H -1.25 -1.63 2.20 0.398
H -2.39 -0.45 1.88 0.139
C -5.63 0.69 1.80 -0.713
C -6.68 1.79 1.59 0.433
O -7.84 1.51 1.46 -0.666
N -6.08 3.03 1.60 0.201
C -6.88 4.25 1.60 -1.200
H -6.11 -0.30 1.87 0.325
H -5.16 0.81 2.79 0.491
H -4.86 0.72 1.03 -0.118
H -5.22 3.12 2.15 0.167
H -7.25 4.41 0.62 0.362
H -6.19 5.06 1.90 0.355
H -7.73 4.13 2.25 0.358
C 3.94 -1.44 -0.72 1.633
C 3.78 -2.58 -1.44 0.460
C 4.82 -3.60 -1.67 0.301
O 4.63 -4.68 -2.18 -0.635
C 6.16 -3.17 -1.08 -0.814
C 6.36 -2.08 -0.33 -0.982
C 5.25 -1.12 -0.06 0.073
O 5.27 -0.16 0.70 -0.608
H 3.00 -0.81 -0.58 -0.541
H 2.79 -2.63 -1.89 -0.156
H 6.97 -3.90 -1.11 0.389
H 7.27 -1.78 0.12 0.574
C -2.67 -5.02 1.40 -0.290
C -2.63 -3.79 0.85 0.432
C -3.93 -3.10 0.38 -0.267
O -4.02 -2.04 -0.23 -0.252
C -5.17 -3.77 0.69 -0.448
C -5.20 -5.00 1.16 -0.530
C -3.96 -5.78 1.46 -0.005
O -4.02 -6.90 1.90 -0.541
H -1.82 -5.59 1.69 0.643
H -1.77 -3.19 0.68 0.190
H -6.04 -3.17 0.51 0.482
H -6.14 -5.42 1.38 0.488
C 4.24 -3.20 2.52 -0.333
C 3.17 -3.83 2.06 -0.520
C 1.77 -3.48 2.48 -0.003
O 0.79 -4.06 2.21 -0.495
C 1.71 -2.27 3.46 0.021
C 2.83 -1.70 3.91 -0.182
C 4.15 -2.05 3.42 0.203
O 5.14 -1.39 3.62 -0.598
H 5.26 -3.40 2.21 0.549
H 3.15 -4.69 1.41 0.478
H 0.76 -1.89 3.68 0.409
H 2.87 -0.82 4.52 0.461
C 2.38 -1.05 -5.15 0.652
C 2.04 0.17 -5.52 -0.168
C 2.99 1.22 -5.93 -0.044
O 2.62 2.28 -6.37 -0.579
C 4.42 0.83 -5.74 -0.343
C 4.74 -0.42 -5.46 -0.395
C 3.82 -1.52 -5.15 0.351
O 4.16 -2.66 -4.91 -0.583
H 1.55 -1.69 -4.72 -0.101
H 0.98 0.38 -5.50 0.463
H 5.22 1.54 -5.79 0.343
H 5.79 -0.67 -5.22 0.377
```

=====

DFT (the ωB97M-V functional and the def2-TZVPD basis) results for C54H86N7NaOP3S3Si as an isolated structure at a distorted geometry.

Calculated values
spin multiplicity	1
lowest unoccupied orbital energy	1.820	eV
total charge	-1
gap between HOMO and LUMO	0.1874	Ha
highest occupied orbital energy	-0.121	hartree
calculated total energy	-142542.4259	eV

Geometry as XYZ:
```
156
Properties=species:S:1:pos:R:3:mulliken_charge:R:1
Na 0.35 -0.66 -0.18 1.448
C -2.05 1.89 5.98 -1.810
C -1.89 1.30 4.58 0.700
C -1.81 -0.23 4.65 -1.146
P -0.49 1.96 3.49 1.454
C 0.58 2.90 4.71 0.370
C 1.41 4.00 4.04 -1.296
C 1.52 1.86 5.34 -1.493
C -1.50 3.27 2.67 -0.510
C -1.94 4.35 3.44 -0.415
C -2.84 5.28 2.94 -0.965
C -3.33 5.11 1.65 -1.183
C -2.89 4.04 0.89 -0.338
C -1.95 3.10 1.34 0.806
Si -1.28 1.65 0.14 -0.422
C -0.33 2.72 -1.19 -0.337
C -0.12 4.10 -1.00 0.002
C 0.49 4.91 -1.96 -0.792
C 0.92 4.36 -3.16 -1.102
C 0.78 2.99 -3.35 -0.624
C 0.18 2.16 -2.40 0.764
P 0.08 0.34 -2.69 0.976
C -1.44 0.22 -3.79 3.425
C -1.49 1.08 -5.05 -1.742
C -1.76 -1.24 -4.12 -1.353
C 1.39 -0.12 -3.98 0.570
C 1.69 -1.61 -3.77 -1.178
C 2.71 0.67 -3.96 -1.552
C -2.94 1.39 -0.90 0.262
C -3.36 2.34 -1.85 0.635
C -4.52 2.20 -2.60 -1.242
C -5.31 1.07 -2.43 -1.371
C -4.91 0.09 -1.54 -1.130
C -3.74 0.22 -0.77 0.501
P -3.23 -1.09 0.43 0.729
C -4.61 -1.06 1.70 0.397
C -4.67 0.37 2.25 -1.112
C -6.01 -1.55 1.33 -1.578
C -3.36 -2.72 -0.47 2.591
C -3.25 -3.83 0.59 -1.830
C -4.45 -3.03 -1.49 -1.721
H -2.92 1.44 6.46 0.458
H -2.20 2.97 5.96 0.336
H -1.18 1.68 6.61 0.304
H -2.78 1.56 4.02 0.283
H -0.97 -0.55 5.27 0.289
H -1.69 -0.67 3.66 -0.087
H -2.73 -0.65 5.09 0.526
H -0.03 3.33 5.49 0.761
H 2.00 3.60 3.21 0.068
H 2.11 4.43 4.78 0.468
H 0.79 4.81 3.66 0.301
H 2.25 1.52 4.60 0.097
H 0.97 0.99 5.71 0.156
H 2.07 2.29 6.19 0.522
H -1.59 4.47 4.45 0.337
H -3.16 6.12 3.55 0.399
H -4.04 5.81 1.24 0.386
H -3.29 3.95 -0.11 0.449
H -0.45 4.56 -0.08 0.327
H 0.61 5.97 -1.77 0.372
H 1.36 4.98 -3.93 0.327
H 1.13 2.57 -4.28 0.511
H -2.22 0.57 -3.13 -2.307
H -0.79 0.73 -5.82 0.372
H -1.27 2.13 -4.83 0.349
H -2.50 1.04 -5.48 0.445
H -1.01 -1.67 -4.80 0.289
H -2.74 -1.33 -4.60 0.506
H -1.77 -1.86 -3.21 0.068
H 0.93 -0.01 -4.96 0.707
H 2.27 -1.75 -2.86 0.014
H 2.27 -2.00 -4.61 0.539
H 0.78 -2.21 -3.67 -0.235
H 2.90 1.13 -2.99 -0.307
H 2.72 1.47 -4.71 0.382
H 3.54 0.00 -4.18 0.683
H -2.73 3.21 -2.03 0.328
H -4.80 2.97 -3.31 0.383
H -6.22 0.95 -3.01 0.346
H -5.53 -0.79 -1.44 0.556
H -4.22 -1.72 2.49 0.690
H -5.29 1.00 1.60 0.298
H -3.68 0.83 2.30 -0.365
H -5.11 0.38 3.25 0.576
H -6.48 -0.89 0.60 0.233
H -6.65 -1.54 2.23 0.474
H -6.01 -2.57 0.94 0.285
H -2.41 -2.72 -1.01 -1.685
H -4.16 -3.89 1.19 0.327
H -2.40 -3.65 1.26 0.407
H -3.10 -4.80 0.11 0.409
H -5.45 -3.07 -1.04 0.321
H -4.26 -4.02 -1.93 0.451
H -4.47 -2.31 -2.31 0.322
N 1.22 -0.85 2.01 0.611
N 1.63 -1.24 3.29 -0.474
C 1.10 -2.28 3.96 0.379
N 1.55 -2.35 5.25 -0.512
S 0.06 -3.44 3.35 -0.374
H 2.03 -0.47 1.54 -0.360
H 0.58 -0.06 2.11 -0.420
H 2.13 -0.54 3.82 0.119
H 1.90 -1.52 5.70 0.212
H 1.05 -3.01 5.83 0.235
C 4.61 3.69 -2.78 -0.406
C 5.17 3.53 -1.37 -1.031
N 4.13 3.44 -0.35 0.512
C 3.71 4.69 0.25 -0.461
C 4.64 5.16 1.37 -1.359
C 3.69 2.23 0.10 -0.349
S 2.71 2.14 1.49 0.013
N 4.14 1.18 -0.61 -0.233
C 3.52 0.02 -0.77 -1.087
O 2.29 -0.22 -0.71 0.405
C 4.43 -1.12 -1.16 0.593
C 5.69 -0.90 -1.72 -0.321
C 6.51 -1.97 -2.07 -0.793
C 6.08 -3.27 -1.85 -0.649
C 4.83 -3.50 -1.29 -0.596
C 4.01 -2.43 -0.95 0.373
H 5.42 3.85 -3.50 0.473
H 3.93 4.54 -2.84 0.226
H 4.06 2.80 -3.07 -0.247
H 5.80 4.39 -1.13 0.442
H 5.77 2.63 -1.32 0.482
H 2.70 4.56 0.64 0.047
H 3.67 5.44 -0.54 0.448
H 4.69 4.39 2.14 0.208
H 4.26 6.08 1.82 0.413
H 5.65 5.35 1.00 0.420
H 6.01 0.12 -1.88 0.358
H 7.48 -1.78 -2.51 0.401
H 6.72 -4.10 -2.12 0.385
H 4.50 -4.52 -1.12 0.370
H 3.03 -2.60 -0.53 0.058
C 0.26 -7.19 -2.43 -1.258
N -0.32 -5.95 -1.91 0.261
C -1.08 -5.21 -2.90 -0.813
C 0.34 -5.25 -0.93 -0.785
S 0.43 -3.59 -0.91 0.444
N 0.90 -6.03 0.04 0.271
C 1.81 -5.43 1.01 -0.378
C 0.16 -7.18 0.57 -1.240
H 0.66 -7.02 -3.43 0.392
H -0.50 -7.98 -2.50 0.301
H 1.07 -7.53 -1.79 0.430
H -1.64 -5.93 -3.51 0.494
H -0.44 -4.61 -3.55 0.331
H -1.78 -4.53 -2.42 0.000
H 2.51 -4.77 0.49 -0.124
H 2.36 -6.23 1.50 0.346
H 1.28 -4.83 1.76 -0.110
H -0.65 -7.45 -0.09 0.427
H -0.26 -6.93 1.55 0.348
H 0.82 -8.04 0.69 0.315
```

=====

DFT (the ωB97M-V functional and the def2-TZVPD basis) results for a 8-piece molecular cluster, C54H94BN2O25 overall at a distorted geometry.

Calculated values
spin multiplicity	1
lowest unoccupied orbital energy	1.449	eV
total charge	-1
gap between HOMO and LUMO	0.2416	Ha
highest occupied orbital energy	-0.188	hartree
calculated total energy	-112370.6292	eV

Geometry as XYZ:
```
176
Properties=species:S:1:pos:R:3:mulliken_charge:R:1
C -6.88 -2.42 2.22 -0.762
O -6.60 -1.17 1.65 -0.390
C -5.28 -1.09 1.11 -0.501
C -5.39 -0.35 -0.21 -0.591
C -4.05 -0.12 -0.91 0.293
C -3.04 0.58 0.00 1.128
C -2.40 1.83 -0.58 -0.470
C -1.26 2.41 0.27 -0.129
C -1.78 3.31 1.39 -1.290
C -1.94 2.40 2.66 0.777
C -0.66 2.45 3.48 -1.022
C -0.34 1.23 4.38 -0.739
C -1.26 0.03 4.24 -1.438
C -1.00 -0.85 2.97 0.685
B 0.11 -2.06 3.05 0.432
C 1.68 -1.54 3.03 -0.743
C 2.06 -0.69 1.81 -0.180
N 2.37 0.72 2.12 -0.681
C -0.13 -3.05 1.73 0.310
C 0.88 -4.23 1.58 -1.998
C 1.94 -3.92 0.50 1.790
C 1.93 -4.86 -0.73 -0.675
C 2.15 -4.01 -1.99 -1.716
C 0.82 -3.50 -2.54 0.312
C -0.08 -4.68 -2.99 -1.216
C -1.18 -4.97 -1.98 0.862
O -1.40 -6.40 -2.03 -0.382
C -1.87 -6.99 -0.91 0.813
C -2.81 -6.22 -0.05 -0.512
O -1.52 -8.10 -0.65 -0.615
O -0.02 -2.92 4.34 -0.953
C -1.18 -3.37 4.55 0.738
N -2.24 -3.78 4.73 -0.764
H -6.12 -2.73 2.94 0.346
H -6.95 -3.18 1.44 0.288
H -7.83 -2.39 2.73 0.262
H -4.69 -0.53 1.83 0.120
H -4.80 -2.06 1.01 0.439
H -6.06 -0.92 -0.83 0.450
H -5.81 0.62 0.03 0.226
H -4.21 0.38 -1.86 -0.455
H -3.64 -1.10 -1.15 0.066
H -2.30 -0.12 0.37 -0.772
H -3.58 0.92 0.88 0.145
H -3.18 2.56 -0.76 0.103
H -1.97 1.60 -1.56 0.240
H -0.61 2.94 -0.42 0.611
H -0.65 1.62 0.69 -0.566
H -0.99 4.02 1.61 0.473
H -2.70 3.82 1.10 0.445
H -2.80 2.73 3.23 0.506
H -2.15 1.42 2.26 -0.759
H 0.18 2.66 2.83 0.431
H -0.76 3.34 4.10 0.262
H -0.37 1.57 5.41 0.511
H 0.69 0.94 4.20 0.161
H -2.30 0.31 4.27 0.473
H -1.11 -0.61 5.11 0.697
H -0.80 -0.24 2.10 -0.192
H -1.96 -1.34 2.76 -0.138
H 2.35 -2.39 3.03 0.088
H 1.89 -1.01 3.95 0.743
H 1.30 -0.72 1.04 0.209
H 2.95 -1.10 1.35 0.288
H 1.52 1.24 1.96 0.005
H 3.00 1.10 1.42 0.173
H -0.13 -2.46 0.82 -0.409
H -1.13 -3.49 1.78 0.091
H 1.36 -4.39 2.54 0.697
H 0.34 -5.11 1.25 0.585
H 2.92 -3.94 0.94 -1.130
H 1.80 -2.92 0.13 -0.132
H 2.76 -5.55 -0.64 0.455
H 1.00 -5.40 -0.82 0.388
H 2.68 -4.54 -2.77 0.462
H 2.77 -3.15 -1.75 0.547
H 0.98 -2.89 -3.42 0.178
H 0.29 -2.88 -1.82 0.059
H 0.55 -5.55 -3.02 0.534
H -0.49 -4.48 -3.97 0.332
H -2.09 -4.43 -2.23 0.383
H -0.82 -4.70 -1.00 -0.812
H -3.59 -5.76 -0.65 0.327
H -3.24 -6.88 0.69 0.369
H -2.27 -5.44 0.47 -0.171
C -9.88 -2.31 -2.60 -1.443
C -9.91 -0.97 -1.91 0.450
C -10.50 0.16 -2.73 -0.558
O -9.83 1.31 -2.20 -0.375
C -8.61 0.88 -1.76 0.535
O -7.70 1.59 -1.49 -0.407
O -8.59 -0.47 -1.68 -0.187
H -10.88 -2.61 -2.91 0.392
H -9.23 -2.27 -3.48 0.336
H -9.48 -3.07 -1.94 0.353
H -10.41 -1.05 -0.95 0.259
H -11.58 0.26 -2.62 0.311
H -10.25 0.07 -3.79 0.306
C 7.03 2.33 3.96 -1.522
C 6.82 2.78 2.54 0.783
C 5.67 3.74 2.35 -0.520
O 5.28 3.47 0.99 -0.352
C 5.58 2.17 0.75 0.642
O 5.16 1.54 -0.17 -0.542
O 6.41 1.68 1.70 -0.289
H 7.19 3.19 4.61 0.401
H 6.17 1.76 4.33 0.403
H 7.90 1.68 4.03 0.308
H 7.74 3.19 2.13 0.076
H 5.95 4.78 2.46 0.307
H 4.82 3.51 3.00 0.331
C 8.89 -3.91 1.47 -1.484
C 7.50 -4.20 1.99 0.475
C 6.66 -5.09 1.10 -0.560
O 5.34 -4.66 1.41 -0.307
C 5.41 -3.34 1.77 0.442
O 4.49 -2.61 1.85 -0.266
O 6.70 -3.00 2.02 -0.345
H 9.44 -4.84 1.32 0.375
H 8.84 -3.36 0.54 0.346
H 9.45 -3.30 2.19 0.358
H 7.55 -4.60 3.01 0.247
H 6.78 -6.15 1.31 0.306
H 6.85 -4.90 0.04 0.322
C -5.35 2.33 -3.61 -0.797
C -4.35 3.44 -3.86 0.681
C -4.31 3.95 -5.27 -0.627
O -2.95 4.41 -5.39 -0.409
C -2.21 3.63 -4.55 0.325
O -1.02 3.56 -4.59 -0.605
O -3.00 2.95 -3.71 0.106
H -6.36 2.63 -3.88 0.458
H -5.05 1.45 -4.19 -0.039
H -5.35 2.05 -2.56 0.086
H -4.50 4.26 -3.15 0.277
H -5.00 4.77 -5.46 0.342
H -4.47 3.16 -6.01 0.359
C 11.95 4.08 1.47 -1.405
C 11.72 4.49 2.91 0.493
C 12.13 3.46 3.93 -0.510
O 11.24 3.75 5.02 -0.332
C 10.11 4.26 4.48 0.659
O 9.07 4.36 5.05 -0.527
O 10.31 4.61 3.19 -0.316
H 13.00 3.85 1.31 0.377
H 11.35 3.21 1.21 0.337
H 11.67 4.89 0.79 0.353
H 12.19 5.45 3.11 0.250
H 13.16 3.55 4.25 0.317
H 11.94 2.43 3.59 0.306
C 0.30 7.98 -1.38 -1.626
C -0.64 6.79 -1.31 0.723
C -1.45 6.55 -2.57 -0.551
O -2.62 5.91 -2.04 -0.222
C -2.79 6.38 -0.77 0.652
O -3.79 6.24 -0.14 -0.567
O -1.68 7.01 -0.34 -0.395
H 0.99 7.87 -2.22 0.381
H -0.27 8.90 -1.50 0.373
H 0.88 8.06 -0.46 0.377
H -0.09 5.89 -1.03 0.182
H -0.96 5.91 -3.29 0.330
H -1.75 7.49 -3.05 0.304
C -0.66 -1.29 -5.21 -1.755
C -1.99 -1.71 -4.66 1.266
C -2.72 -2.77 -5.45 -0.485
O -4.10 -2.47 -5.17 -0.400
C -4.17 -1.14 -4.95 0.524
O -5.18 -0.50 -4.95 -0.581
O -2.95 -0.62 -4.74 -0.231
H 0.02 -2.13 -5.31 0.421
H -0.79 -0.82 -6.19 0.427
H -0.19 -0.55 -4.57 0.411
H -1.90 -2.00 -3.61 -0.225
H -2.48 -3.78 -5.14 0.215
H -2.57 -2.67 -6.53 0.384
```